Here is C8H20ClFeIN2OPS as an isolated structure at a distorted geometry from the Open Molecules 2025 dataset. Energies are from wB97M-V/def2-TZVPD.

LUMO (spin up / spin down)   -7.7 / -9.9 eV
Expectation value of S²   8.770
Largest force on an atom   4.4 eV Å⁻¹
E_HOMO (spin up / spin down)   -15.94 / -15.91 eV
Energy relative to the best compared isomer or geometry (same formula, charge and spin)   29.2 kJ/mol

```
! wB97M-V def2-TZVPD RIJCOSX def2/J DEFGRID3
* xyz 2 6
C 1.0165 -1.5996 -1.1331
I 1.0771 1.9164 -0.0063
H -0.0571 -1.8956 -1.2630
H 1.4200 -2.3457 -0.4227
H 1.5443 -1.7108 -2.0855
Fe -1.3617 -0.5455 -0.6833
P -0.3630 0.3263 -2.7835
C 1.2876 0.8180 -3.4101
C -0.8435 -0.9612 -3.9962
H -2.3592 1.6312 -2.7501
H -1.4912 1.7115 -4.3415
H -0.8830 2.6698 -2.9187
C -1.3752 1.7348 -3.2399
H -1.8231 -1.3546 -3.7125
H -0.8905 -0.4759 -4.9746
H 1.2277 0.8789 -4.5082
H 2.0773 0.1026 -3.1503
H -0.1098 -1.7726 -4.0101
H 1.5802 1.8013 -3.0225
C 1.4233 -0.3246 -0.4686
O 2.5574 -0.2544 -0.1034
Cl -3.3827 -0.6706 -1.3211
C 1.5620 -0.2726 4.4577
N 0.8350 -0.8874 3.3472
C -0.2337 -0.3895 2.7353
S -0.9703 -1.3040 1.4384
N -0.8182 0.7442 3.2184
C -1.3349 0.7935 4.5974
H 1.3136 0.7856 4.5231
H 2.6299 -0.3884 4.2923
H 1.3163 -0.7668 5.4036
H 1.2332 -1.7129 2.9074
H -1.4008 1.2520 2.5505
H -0.9656 1.7200 5.0502
H -2.4337 0.8183 4.5962
H -1.0042 -0.0719 5.1877
*
```

Here is C8H20ClMnOTi as an isolated structure at a distorted geometry from the Open Molecules 2025 dataset. Energies are from wB97M-V/def2-TZVPD.

LUMO (spin up / spin down)   2.3 / 2.3 eV
Expectation value of S²   8.790
Largest force on an atom   3.6 eV Å⁻¹
E_HOMO (spin up / spin down)   -1.55 / -1.56 eV
Energy relative to the best compared isomer or geometry (same formula, charge and spin)   0.0 kJ/mol

```
! wB97M-V def2-TZVPD RIJCOSX def2/J DEFGRID3
* xyz -1 6
Ti -1.8159 -1.2171 -3.0029
Cl -2.6165 0.0668 -4.5839
C -3.0823 -1.1645 -1.4378
C -1.9411 -3.0997 -3.7005
H -3.6181 -2.1263 -1.4531
H -2.5791 -1.0265 -0.4708
H -3.7891 -0.3409 -1.6188
H -2.6750 -3.6637 -3.1069
H -0.9491 -3.5725 -3.6351
H -2.2574 -3.0499 -4.7527
Mn 0.4836 -0.3389 -0.6743
C 2.4802 0.3277 0.5248
C 0.3847 -0.9004 -2.5612
H 2.4781 -0.1049 -0.4930
H 2.9862 1.3022 0.4950
H 3.0225 -0.3387 1.2061
H 0.9638 -0.1881 -3.1851
H 0.8433 -1.9126 -2.6464
C 1.7271 0.7667 3.3509
C 0.9198 1.3053 2.1810
C -0.5679 1.2087 2.4844
C 1.3121 2.7500 1.8973
O 1.1388 0.4803 0.9964
H 1.5017 1.3431 4.2583
H 2.8062 0.8463 3.1671
H 1.4732 -0.2819 3.5552
H -0.8151 1.7719 3.3919
H -1.1694 1.6198 1.6626
H -0.8641 0.1639 2.6485
H 2.4017 2.8629 1.8253
H 0.8539 3.1123 0.9657
H 0.9632 3.3987 2.7119
*
```